The following is a DFT calculation (wB97M-V/def2-TZVPD) of a 2-piece molecular cluster, CH6O2 overall in a non-equilibrium geometry.

For the lowest unoccupied orbital energy, the calculation gives 0.57 eV. Its HOMO energy is -10.2 eV. Its SMILES is CO.O. Its calculated total energy is -5228.618 eV. As for the frontier orbital gap: 10.8 eV.

Structure (XYZ):
```
9
Properties=species:S:1:pos:R:3:forces:R:3:mulliken_charge:R:1
C -0.79825 0.63354 -1.51714 -0.40 -0.20 -0.19 -0.48
O -0.67973 0.68098 -0.10111 0.76 -0.58 -0.12 -0.45
H -1.63845 1.28686 -1.80671 0.39 -0.28 0.15 0.20
H -1.03182 -0.39863 -1.82808 0.00 0.35 -0.16 0.24
H 0.10678 0.96606 -2.05282 -0.18 -0.02 0.27 0.23
H -0.06364 -0.03970 0.14677 -0.64 0.79 0.08 0.28
O 1.02963 -0.82981 2.35964 1.01 -0.66 -0.04 -0.63
H 1.47892 -1.14580 3.17606 -0.47 0.33 -0.90 0.31
H 1.59656 -1.15352 1.62340 -0.47 0.29 0.91 0.31
```
Positions in Å, forces in eV/Å.